Entry 1:
111
Properties=species:S:1:pos:R:3:forces:R:3 method="wB97M-V/def2-TZVPD" total_charge=+1 homo_lumo_gap_ev="6.0 / 6.0" multiplicity=5 s_squared=6.139 lumo_energy_ev="-3.291 / -3.609"
Fe -0.5077 0.2151 -0.1900 0.093 0.622 -0.623
O 0.6446 0.1498 3.6081 -0.492 0.472 -0.526
C 0.2000 0.4770 2.5135 0.503 -1.506 0.540
N 0.0146 -0.3828 1.4608 0.621 -0.340 1.824
C -0.6086 -1.6176 1.8275 0.386 -0.503 0.424
C -2.0019 -1.5572 1.3017 -0.199 -0.531 0.232
C -3.0289 -2.3332 1.8117 -0.074 0.002 -0.127
C -4.2814 -2.2652 1.2264 0.303 0.271 -0.124
C -4.4540 -1.3813 0.1685 0.046 -0.134 0.039
C -3.3782 -0.6290 -0.2654 -0.537 -0.096 -0.165
N -2.1623 -0.7153 0.2735 -2.161 -1.024 0.701
C -0.3194 1.8074 2.2024 -0.664 1.311 0.019
C -0.5460 2.7269 3.2226 0.359 -0.464 -0.207
C -1.2014 3.9036 2.9379 -0.275 0.111 -0.838
C -1.6171 4.1034 1.6188 0.206 0.081 0.849
C -1.3289 3.1519 0.6665 0.059 0.113 -0.556
N -0.6896 2.0068 0.9141 -0.743 0.441 1.495
H -0.1061 -2.4777 1.3562 -0.140 0.121 0.168
H -0.5849 -1.7581 2.9128 -0.023 -0.120 -0.103
H -2.8333 -2.9730 2.6575 0.018 -0.109 0.070
H -5.0932 -2.8774 1.5854 -0.117 -0.023 0.044
H -5.4073 -1.2919 -0.3260 -0.087 0.092 -0.056
H -3.4880 0.0794 -1.0675 -0.090 0.004 -0.052
H -0.1984 2.4761 4.2122 0.026 -0.064 0.101
H -1.3818 4.6490 3.6965 -0.068 0.027 0.105
H -2.1485 4.9963 1.3351 -0.065 0.094 -0.090
H -1.6247 3.3119 -0.3530 -0.006 0.075 -0.022
C -0.8179 -2.6618 -4.5038 0.161 -0.114 0.790
Si -0.6170 -3.3764 -2.7328 0.290 -0.071 1.040
C -2.3315 -3.5717 -1.8979 0.610 -0.008 -0.540
C 0.1560 -5.1252 -2.8950 -0.383 0.745 0.015
Ge 0.7775 -1.6751 -1.0013 -0.079 -2.275 -2.890
Si 1.5399 -4.2247 0.8811 0.226 -0.883 0.617
C 2.4663 -3.3583 2.3154 -0.321 -0.164 -0.523
C -0.0335 -5.1164 1.5435 0.451 0.516 -0.363
C 2.6442 -5.5728 0.0879 -0.368 0.659 0.073
Si 3.1466 -1.9469 -1.8387 0.813 -0.248 -0.068
C 3.6307 -0.4911 -2.9953 -0.470 -0.384 0.527
C 3.3911 -3.5199 -2.9263 -0.475 0.663 0.601
C 4.4320 -2.0881 -0.4020 -0.666 0.197 -0.470
H -1.3281 -3.3619 -5.1592 -0.120 -0.252 0.024
H 0.1481 -2.4414 -4.9473 0.201 0.032 -0.035
H -1.3950 -1.7429 -4.4971 -0.128 0.186 0.010
H -2.9403 -4.2627 -2.4727 -0.195 -0.175 -0.153
H -2.8707 -2.6328 -1.8333 -0.030 0.178 -0.037
H -2.2388 -3.9759 -0.8942 0.116 -0.044 0.209
H -0.4520 -5.7097 -3.5794 -0.195 -0.123 -0.163
H 0.1665 -5.6477 -1.9459 -0.005 -0.072 0.277
H 1.1637 -5.1115 -3.2906 0.183 0.072 -0.059
H 2.2379 -2.3001 2.3941 -0.096 0.227 -0.004
H 3.5395 -3.4586 2.2006 0.207 -0.041 -0.136
H 2.1981 -3.8115 3.2647 -0.163 -0.186 0.168
H -0.5681 -4.5196 2.2743 -0.062 0.173 0.142
H 0.2550 -6.0426 2.0338 0.207 -0.161 0.058
H -0.7319 -5.3738 0.7537 -0.087 -0.037 -0.221
H 3.6047 -5.1827 -0.2295 0.159 0.106 -0.043
H 2.1735 -6.0429 -0.7684 -0.138 -0.037 -0.160
H 2.8344 -6.3549 0.8192 -0.043 -0.064 0.275
H 3.2406 -0.6710 -3.9914 -0.109 -0.108 -0.179
H 4.7047 -0.3547 -3.0801 0.220 -0.140 0.121
H 3.1916 0.4337 -2.6463 -0.095 0.308 0.078
H 2.7940 -3.4631 -3.8295 -0.166 0.038 -0.202
H 3.1210 -4.4261 -2.4007 -0.089 -0.209 0.139
H 4.4293 -3.6177 -3.2267 0.293 0.183 0.023
H 4.0383 -1.7287 0.5423 -0.073 0.088 0.220
H 5.3387 -1.5329 -0.6180 0.169 0.160 -0.166
H 4.7262 -3.1204 -0.2576 0.009 -0.293 0.030
C 0.5938 7.3304 -0.4224 -0.029 0.038 0.006
C 1.0220 5.9097 -0.2508 0.076 -0.057 0.025
C 1.0042 5.0169 -1.3158 -0.006 -0.032 0.108
C 1.2980 3.6793 -1.1231 0.125 -0.266 -0.109
C 1.6469 3.2368 0.1370 0.055 0.103 0.238
C 1.7211 4.1180 1.2042 0.103 -0.198 -0.063
C 1.4039 5.4468 1.0055 0.052 -0.044 -0.136
S 1.9424 1.4945 0.4467 2.946 1.572 -0.616
C 3.7240 1.6087 0.0084 -0.568 -0.233 0.379
O 1.3653 0.7788 -0.7464 0.858 0.806 -0.450
H 0.6162 7.6370 -1.4634 0.007 0.041 -0.096
H 1.2240 7.9989 0.1565 0.042 0.121 0.034
H -0.4276 7.4390 -0.0598 -0.105 0.126 0.005
H 0.7364 5.3633 -2.3012 -0.041 0.077 -0.134
H 1.2489 2.9681 -1.9364 -0.039 -0.021 -0.123
H 1.9948 3.7513 2.1819 0.044 0.028 0.187
H 1.4344 6.1343 1.8357 0.023 0.111 0.150
H 3.8233 2.0425 -0.9788 -0.148 0.075 -0.148
H 4.1551 0.6158 0.0311 0.018 -0.211 0.073
H 4.1946 2.2454 0.7476 0.106 0.097 0.167
C -1.7928 4.4308 -3.4911 -0.217 -0.108 -0.090
C -2.8567 3.4087 -3.8741 0.262 -0.066 0.032
C -2.3434 1.9639 -3.7779 -0.443 0.367 0.104
C -3.4719 0.9516 -4.1406 -0.003 -0.114 -0.177
C -4.0601 1.1308 -5.5333 0.091 -0.076 0.121
C -1.2007 1.7316 -4.7290 0.116 -0.091 0.090
O -1.0801 2.2253 -5.8199 -0.091 0.100 0.002
N -0.2849 0.7999 -4.2745 0.360 -0.148 -0.106
C -0.2258 0.2714 -3.0088 0.848 -0.805 -1.064
O 0.6113 -0.6470 -2.8396 -0.150 0.817 -0.262
N -1.0152 0.7168 -2.0475 -0.397 0.216 0.070
C -2.0106 1.6072 -2.3345 -0.057 0.070 -0.252
O -2.7160 2.0118 -1.4310 -0.356 0.227 -0.068
H -2.2047 5.4316 -3.5897 0.062 0.151 0.053
H -0.9290 4.3576 -4.1489 0.112 0.025 -0.050
H -1.4686 4.2920 -2.4611 0.038 0.030 0.100
H -3.1786 3.5953 -4.8988 -0.032 -0.060 0.071
H -3.7118 3.5085 -3.2044 -0.054 -0.072 -0.110
H -4.2612 1.0679 -3.3946 0.078 -0.007 0.077
H -3.0671 -0.0611 -4.0406 -0.045 -0.035 0.037
H -4.6676 2.0286 -5.5878 -0.061 0.082 -0.069
H -4.6931 0.2782 -5.7649 -0.090 -0.038 -0.053
H -3.2791 1.1926 -6.2859 0.004 0.006 -0.130
H 0.4368 0.4926 -4.9166 -0.132 0.031 0.029

Entry 2:
111
Properties=species:S:1:pos:R:3:forces:R:3 method="wB97M-V/def2-TZVPD" total_charge=-2 homo_lumo_gap_ev="5.1 / 5.0" multiplicity=2 s_squared=0.938 lumo_energy_ev="3.492 / 3.628"
Ru -0.0395 -0.3971 -0.4171 1.027 -2.337 1.270
C -1.0825 0.1421 1.4555 0.239 0.427 -1.271
Si -0.2381 1.6812 2.0734 0.612 -0.205 0.647
C 1.5778 1.1067 2.0315 -0.260 0.145 -0.001
N 1.9048 0.6830 0.6531 -0.639 -0.093 -0.263
C 2.2921 1.8468 -0.1921 0.324 0.355 -0.124
C 3.8032 1.9795 -0.4199 -0.007 0.005 0.204
C 4.5959 1.6408 0.8386 0.092 0.015 -0.125
C 4.2804 0.2017 1.2829 -0.239 0.134 -0.048
C 2.9908 -0.3135 0.6281 0.361 -0.077 0.032
C -0.7448 1.9286 3.9035 -0.023 -0.012 -0.153
C -0.5090 0.9244 4.8466 0.054 -0.021 -0.067
C -1.0044 1.0123 6.1387 -0.021 -0.053 0.095
C -1.7595 2.1124 6.5229 -0.010 0.025 -0.045
C -1.9903 3.1307 5.6097 -0.069 0.012 0.067
C -1.4857 3.0361 4.3202 0.059 0.018 -0.075
C -0.3564 3.4436 1.3747 -0.265 -0.339 -0.270
C -1.3218 3.8409 0.4518 0.028 0.023 0.047
C -1.3583 5.1379 -0.0420 -0.086 0.082 0.017
C -0.4440 6.0783 0.4045 -0.015 -0.012 0.007
C 0.5184 5.7080 1.3348 0.011 0.072 0.011
C 0.5637 4.4043 1.8007 0.002 -0.072 0.176
H -2.1654 0.1944 1.4118 0.024 -0.082 -0.038
H -0.8397 -0.6359 2.1829 0.031 0.181 0.097
H 1.6536 0.2264 2.6779 -0.070 -0.002 0.020
H 2.2960 1.8492 2.4005 0.023 -0.031 0.027
H 1.9134 2.7533 0.2801 -0.020 -0.043 0.072
H 1.8325 1.7766 -1.1674 -0.071 -0.070 0.042
H 4.0083 3.0075 -0.7311 -0.037 -0.009 -0.055
H 4.1126 1.3299 -1.2408 0.008 -0.057 -0.039
H 4.3385 2.3544 1.6300 0.019 -0.023 0.019
H 5.6669 1.7546 0.6451 -0.014 0.023 0.054
H 4.1783 0.1523 2.3711 0.119 -0.043 0.014
H 5.0874 -0.4736 0.9916 -0.010 -0.040 0.024
H 2.6583 -1.2129 1.1394 -0.035 0.060 -0.052
H 3.1709 -0.5654 -0.4171 -0.014 -0.050 -0.027
H 0.0639 0.0500 4.5556 -0.031 -0.057 0.021
H -0.8208 0.2125 6.8470 0.027 -0.010 -0.017
H -2.1783 2.1690 7.5208 0.046 0.011 0.020
H -2.5800 3.9936 5.8981 0.011 0.010 -0.001
H -1.6704 3.8374 3.6134 -0.055 0.023 0.024
H -2.0363 3.1197 0.0887 0.005 0.039 -0.092
H -2.0993 5.4091 -0.7843 -0.003 -0.014 0.003
H -0.4761 7.0940 0.0283 0.016 -0.008 -0.022
H 1.2359 6.4382 1.6912 0.028 -0.028 -0.011
H 1.3336 4.1287 2.5150 0.009 -0.003 0.008
O 2.4259 -6.5691 -0.2408 0.127 0.145 0.063
C 1.0316 -6.3678 -0.0352 -0.145 -0.074 -0.073
C 0.6745 -4.8788 -0.1281 -0.126 -0.352 0.078
C -0.8440 -4.7904 0.0993 0.079 0.032 0.078
O -1.6043 -5.6017 -0.7958 0.052 -0.052 -0.195
C 1.0604 -4.3587 -1.4995 -0.040 0.517 -0.021
Se 0.6173 -2.4594 -1.9606 -0.531 0.242 0.917
C 1.4509 -4.1142 0.9443 -0.046 0.447 0.042
Se 0.5500 -2.5300 1.6712 -0.479 0.911 -0.945
H 2.5823 -7.5029 -0.3889 -0.020 -0.051 -0.024
H 0.7382 -6.7367 0.9591 0.009 0.049 -0.007
H 0.4470 -6.9184 -0.7792 0.042 0.028 -0.006
H -1.1514 -3.7484 0.0151 -0.018 -0.049 0.072
H -1.0774 -5.1371 1.1091 -0.054 0.019 -0.027
H -1.5977 -5.1504 -1.6480 -0.056 0.027 0.033
H 0.5719 -4.9450 -2.2808 -0.006 0.046 -0.024
H 2.1371 -4.4506 -1.6372 0.001 0.087 -0.052
H 2.4062 -3.7805 0.5416 0.054 -0.131 0.014
H 1.6505 -4.7535 1.8070 -0.056 0.034 0.050
C -6.4015 1.9095 0.9779 0.098 0.182 -0.082
C -5.5847 2.7499 -0.0024 -0.090 -0.222 -0.064
C -4.7062 1.9020 -0.9295 0.146 0.078 0.163
C -3.7030 1.0443 -0.1683 0.574 -0.279 -0.237
Ge -2.2956 0.2332 -1.4418 -1.792 -0.684 0.294
C -2.8558 -1.6983 -1.9629 0.190 0.435 0.327
C -4.2482 -1.6977 -2.5889 -0.001 0.133 0.353
C -5.3650 -1.9273 -1.5724 -0.072 0.091 -0.317
C -6.7502 -1.7543 -2.1927 0.127 -0.048 0.160
H -7.0573 2.5432 1.5785 -0.047 -0.053 0.031
H -5.7413 1.3668 1.6533 -0.046 -0.058 0.044
H -7.0152 1.1827 0.4405 -0.028 -0.037 0.024
H -4.9428 3.4336 0.5624 -0.006 0.051 -0.037
H -6.2660 3.3590 -0.6063 0.047 0.062 0.017
H -4.1546 2.5675 -1.6011 -0.104 -0.042 -0.112
H -5.3395 1.2610 -1.5529 -0.004 0.067 -0.094
H -4.1960 0.2053 0.3276 0.059 0.018 0.115
H -3.2407 1.6490 0.6126 0.002 -0.049 0.038
H -2.8362 0.8938 -2.7186 0.072 0.093 -0.128
H -2.7858 -2.3897 -1.1202 0.017 -0.028 -0.010
H -2.1017 -1.9693 -2.6987 0.101 0.064 0.109
H -4.3128 -2.4671 -3.3680 -0.022 0.047 -0.031
H -4.4115 -0.7291 -3.0797 -0.068 -0.074 -0.135
H -5.2433 -1.2154 -0.7531 -0.034 -0.086 0.069
H -5.2689 -2.9345 -1.1568 0.028 0.038 0.104
H -6.8461 -0.7556 -2.6234 -0.058 0.010 -0.020
H -7.5380 -1.8852 -1.4474 -0.056 0.005 -0.043
H -6.9090 -2.4828 -2.9910 -0.034 0.011 -0.029
C 7.7610 0.7744 -2.7563 -0.006 -0.092 0.039
C 6.9910 -0.4943 -3.0054 -0.099 -0.199 -0.021
C 7.6215 -1.6665 -3.4274 0.064 0.036 -0.019
C 6.7968 -2.7757 -3.5590 -0.056 0.075 0.059
N 5.4945 -2.7566 -3.3491 0.125 -0.171 -0.061
C 4.9438 -1.5665 -2.9913 -0.424 0.329 -0.045
S 3.2526 -1.3804 -2.8107 0.520 -0.266 -0.203
N 5.6926 -0.4464 -2.7801 0.362 0.148 0.043
H 8.6970 0.7898 -3.3165 0.017 0.024 0.002
H 7.9936 0.8487 -1.6914 0.021 0.058 0.007
H 7.1456 1.6305 -3.0264 0.013 0.021 0.005
H 8.6843 -1.7097 -3.6275 0.007 -0.016 -0.001
H 7.2131 -3.7391 -3.8515 0.037 0.006 -0.009
O 1.2025 1.6973 -2.9517 -0.014 -0.083 0.143
S -0.1906 1.3453 -2.8334 1.051 1.441 -2.068
O -0.3938 -0.1506 -2.8010 -0.111 0.191 0.707
O -0.7262 1.7557 -1.4386 -0.265 -0.973 0.622
O -1.0079 1.9512 -3.8603 -0.212 0.007 0.100

Table of calculated total energy (eV), in record order: -182366.618; -275402.795